Below is a 2-piece molecular cluster, C3H9NO3P overall at a distorted geometry, with properties calculated with ωB97M-V with the def2-TZVPD basis set.

Output
- ΔE to the lowest compared entry with this formula, charge and spin: 76.4 kJ/mol
- Net charge: -1
- Strongest force on any atom: 3.8 eV/A
- Kohn-Sham gap: 8.6 eV
- Multiplicity: 1

Each line ends with the Löwdin charge.
Element x y z (Å)
C (-3.44, -0.13, -0.05)  -0.1385
C (-0.99, -0.41, 0.17)  -0.2067
C (-2.00, 0.21, -0.41)  -0.2174
N (0.41, -0.26, -0.16)  0.0279
O (3.08, -0.95, -0.38)  -0.2784
O (2.87, 0.18, 1.77)  -0.3981
O (2.56, 1.53, -0.40)  -0.4358
P (3.26, 0.50, 0.41)  0.1626
H (-4.04, -0.56, -0.81)  0.0360
H (-3.96, 0.78, 0.29)  0.0562
H (-3.30, -0.89, 0.78)  0.0736
H (-1.27, -1.11, 1.04)  0.1277
H (4.67, 0.77, 0.21)  0.0102
H (-1.79, 0.77, -1.33)  0.0928
H (0.56, 0.57, -0.73)  0.0645
H (2.35, -0.79, -1.01)  0.0193
H (1.01, -0.20, 0.62)  0.0040

Below is C33H16F4N5O4Rh as an isolated structure, with properties calculated with ωB97M-V with the def2-TZVPD basis set.

Output
- ΔE to the lowest compared entry with this formula, charge and spin: 6.1 kJ/mol
- Net charge: +2
- Strongest force on any atom: 0.7 eV/A
- Kohn-Sham gap (spin up / spin down): 5.4 / 5.4 eV
- Multiplicity: 1

Each line ends with the Löwdin charge.
Element x y z (Å)
Rh (0.58, 1.64, -0.14)  1.1103
O (-3.35, 2.36, 0.72)  0.2269
C (-2.07, 2.31, 0.49)  -0.4174
O (-1.41, 1.27, 0.46)  0.0331
C (-1.40, 3.63, 0.27)  -0.1344
C (-1.89, 4.91, 0.50)  0.0845
C (-1.03, 5.98, 0.30)  0.0349
C (0.29, 5.78, -0.11)  0.0694
C (0.71, 4.47, -0.33)  -0.1150
N (-0.14, 3.46, -0.13)  0.0153
C (2.07, 3.94, -0.65)  -0.3767
O (3.03, 4.69, -1.10)  0.2471
O (2.30, 2.74, -0.47)  0.0187
H (-3.72, 1.47, 0.85)  0.1813
H (-2.91, 5.06, 0.84)  0.1479
H (-1.38, 6.99, 0.48)  0.1401
H (0.95, 6.62, -0.23)  0.1396
H (2.78, 5.62, -1.24)  0.1547
F (2.18, -1.12, 2.78)  0.1213
C (2.80, -2.31, 2.81)  -0.1261
C (3.07, -2.88, 4.00)  -0.1204
F (2.71, -2.25, 5.10)  0.1664
C (3.78, -4.14, 4.11)  0.0040
C (4.19, -4.71, 2.83)  -0.1171
C (3.91, -4.13, 1.65)  -0.1318
F (4.26, -4.73, 0.52)  0.1574
C (3.20, -2.88, 1.55)  0.0050
C (2.92, -2.29, 0.35)  -0.1120
C (2.13, -1.11, 0.20)  -0.0574
N (1.41, -0.25, 0.00)  0.1454
C (3.40, -2.71, -0.93)  -0.1680
N (3.83, -2.96, -1.97)  0.2228
F (4.81, -5.87, 2.84)  0.1762
C (4.05, -4.74, 5.30)  -0.0865
C (3.58, -4.24, 6.56)  -0.1373
N (3.18, -3.84, 7.56)  0.2498
C (4.83, -5.93, 5.44)  -0.1354
N (5.51, -6.85, 5.58)  0.2569
C (1.90, 0.06, -6.91)  -0.0567
C (2.86, -0.31, -5.98)  -0.0560
C (2.71, 0.04, -4.65)  -0.0317
C (1.58, 0.74, -4.23)  -0.2129
C (0.62, 1.12, -5.18)  -0.0258
C (0.79, 0.78, -6.51)  -0.0587
C (1.46, 1.05, -2.80)  -0.0514
C (0.35, 1.36, -2.15)  -0.1496
C (-1.07, 1.29, -2.48)  -0.2799
C (-1.64, 0.03, -2.67)  -0.0072
C (-2.99, -0.09, -2.98)  -0.0381
C (-3.77, 1.05, -3.10)  -0.0471
C (-3.21, 2.31, -2.92)  -0.0553
C (-1.87, 2.43, -2.61)  -0.0682
H (2.03, -0.20, -7.96)  0.1143
H (3.74, -0.87, -6.29)  0.1150
H (3.46, -0.26, -3.93)  0.1093
H (-0.25, 1.70, -4.88)  0.1072
H (0.05, 1.09, -7.24)  0.1125
H (2.40, 0.99, -2.26)  0.1037
H (-1.02, -0.86, -2.58)  0.1322
H (-3.42, -1.06, -3.14)  0.1194
H (-4.82, 0.96, -3.36)  0.1180
H (-3.82, 3.20, -3.05)  0.1169
H (-1.42, 3.41, -2.53)  0.1166

Below is C35H49AsNO4Zr as an isolated structure at a distorted geometry, with properties calculated with ωB97M-V with the def2-TZVPD basis set.

Output
- ΔE to the lowest compared entry with this formula, charge and spin: 10.8 kJ/mol
- Net charge: +1
- Strongest force on any atom: 1.3 eV/A
- Kohn-Sham gap: 8.9 eV
- Multiplicity: 1

Each line ends with the Löwdin charge.
Element x y z (Å)
Zr (-0.41, -0.04, 0.21)  1.7917
C (-0.02, -1.17, 2.36)  -0.1118
C (-1.43, -1.16, 2.21)  -0.1853
C (-1.85, 0.23, 2.28)  -0.1515
C (-0.65, 0.98, 2.46)  -0.1005
C (0.47, 0.14, 2.54)  -0.2708
C (1.89, 0.52, 2.88)  -0.5468
C (2.17, 0.01, 4.30)  -0.0263
C (2.06, 2.04, 2.84)  -0.0369
C (2.88, -0.15, 1.92)  -0.0346
C (-3.21, 0.97, 2.30)  -0.5119
C (-4.26, 0.24, 3.15)  -0.0457
C (-3.01, 2.35, 2.96)  -0.0549
C (-3.81, 1.23, 0.92)  -0.0561
C (-2.22, -2.48, 2.16)  -0.5139
C (-3.30, -2.50, 1.08)  -0.0323
C (-1.28, -3.66, 1.88)  -0.0646
C (-2.83, -2.77, 3.55)  -0.0247
H (0.59, -2.06, 2.37)  0.1205
H (-0.62, 2.05, 2.54)  0.1161
H (1.45, 0.42, 5.02)  0.0965
H (3.17, 0.31, 4.62)  0.0939
H (2.11, -1.08, 4.35)  0.0877
H (1.49, 2.52, 3.64)  0.0960
H (1.74, 2.47, 1.89)  0.0734
H (3.11, 2.30, 2.99)  0.0951
H (2.82, -1.23, 1.97)  0.0869
H (3.90, 0.14, 2.19)  0.0981
H (2.73, 0.16, 0.88)  0.0546
H (-3.91, 0.06, 4.17)  0.0980
H (-4.59, -0.70, 2.73)  0.0582
H (-5.14, 0.88, 3.22)  0.0941
H (-2.49, 2.28, 3.92)  0.0970
H (-3.98, 2.80, 3.13)  0.0922
H (-2.45, 3.02, 2.31)  0.0900
H (-4.11, 0.31, 0.41)  0.0583
H (-3.12, 1.76, 0.26)  0.0686
H (-4.69, 1.85, 1.03)  0.0968
H (-2.87, -2.46, 0.08)  0.0532
H (-4.00, -1.67, 1.15)  0.0579
H (-3.88, -3.43, 1.15)  0.0995
H (-0.68, -3.51, 0.99)  0.0394
H (-1.88, -4.57, 1.75)  0.0957
H (-0.60, -3.85, 2.71)  0.0924
H (-3.66, -2.12, 3.80)  0.0577
H (-2.08, -2.67, 4.33)  0.0987
H (-3.20, -3.79, 3.57)  0.0934
O (1.42, 0.60, -1.32)  -0.1127
C (1.12, 1.79, -2.12)  -0.2838
C (-0.22, 2.26, -1.53)  -0.5041
O (-1.05, 2.89, -2.12)  0.1612
O (-0.31, 1.92, -0.21)  -0.2235
C (1.08, 1.36, -3.57)  -0.1656
C (-0.08, 1.25, -4.33)  -0.0295
C (-0.02, 0.76, -5.63)  -0.0591
C (1.19, 0.37, -6.18)  -0.0746
C (2.36, 0.49, -5.43)  -0.0707
C (2.30, 0.99, -4.15)  -0.0471
C (2.15, 2.88, -1.86)  -0.1539
C (2.94, 2.88, -0.72)  -0.0246
C (3.84, 3.91, -0.50)  -0.0583
C (3.95, 4.95, -1.40)  -0.0671
C (3.14, 4.96, -2.53)  -0.0514
C (2.25, 3.93, -2.77)  -0.0052
H (2.33, 0.32, -1.49)  0.1138
H (-1.03, 1.55, -3.92)  0.1032
H (-0.93, 0.69, -6.21)  0.1124
H (1.23, 0.00, -7.20)  0.1081
H (3.31, 0.21, -5.86)  0.1090
H (3.22, 1.12, -3.59)  0.1264
H (2.85, 2.09, 0.01)  0.0802
H (4.46, 3.89, 0.39)  0.1083
H (4.65, 5.76, -1.23)  0.1094
H (3.22, 5.78, -3.24)  0.1120
H (1.63, 3.95, -3.65)  0.1322
C (-1.28, -3.87, -1.98)  -0.1844
As (0.37, -2.97, -1.75)  1.0508
C (1.62, -4.27, -1.17)  -0.1813
C (1.00, -2.28, -3.39)  -0.1820
O (0.37, -1.84, -0.47)  -0.6298
H (-1.08, -4.63, -2.73)  0.0592
H (-2.06, -3.19, -2.31)  0.0296
H (-1.53, -4.34, -1.03)  0.0378
H (1.86, -4.93, -2.01)  0.0536
H (1.20, -4.85, -0.35)  0.0482
H (2.52, -3.77, -0.83)  0.0514
H (1.04, -3.15, -4.06)  0.0597
H (2.01, -1.89, -3.24)  0.0496
H (0.35, -1.51, -3.78)  0.0223
N (-1.67, -0.74, -2.35)  0.0317
C (-2.06, -0.30, -1.35)  -0.2444

Below is one molecule with the formula C10H9N7O6 at a distorted geometry, with properties calculated with ωB97M-V with the def2-TZVPD basis set.

Output
- ΔE to the lowest compared entry with this formula, charge and spin: 150.6 kJ/mol
- Net charge: 0
- Strongest force on any atom: 7.5 eV/A
- Kohn-Sham gap: 6.9 eV
- Multiplicity: 1

Each line ends with the Löwdin charge.
Element x y z (Å)
O (-0.31, 5.39, -1.30)  0.0347
N (0.30, 4.32, -1.10)  -0.1468
C (0.03, 3.09, -0.55)  -0.0658
C (1.25, 2.38, -0.49)  -0.1624
N (2.29, 3.17, -0.94)  0.1202
O (1.71, 4.35, -1.27)  0.0108
C (1.29, 0.98, -0.19)  -0.0665
N (2.46, 0.22, -0.42)  -0.3759
O (3.61, 0.62, -0.19)  0.0298
O (2.27, -0.95, -0.87)  -0.0541
C (-0.04, 0.03, -0.33)  -0.2163
C (-1.19, 0.99, -0.27)  -0.0107
N (-2.51, 0.58, -0.54)  -0.1633
O (-3.03, -0.53, -0.75)  0.0120
O (-3.19, 1.70, -0.99)  0.0261
N (-2.45, 2.86, -0.87)  0.1725
C (-1.22, 2.39, -0.44)  -0.1198
H (0.33, -0.40, -1.28)  0.1711
C (-0.64, -3.06, -1.04)  0.0518
C (-0.37, -2.35, 0.24)  -0.1909
N (-0.19, -1.00, 0.48)  -0.0281
C (0.25, -0.78, 1.84)  -0.0736
C (0.23, -2.14, 2.45)  -0.0968
N (-0.12, -3.00, 1.35)  0.1181
H (-0.75, -4.14, -0.83)  0.0997
H (-1.58, -2.70, -1.49)  0.0941
H (0.19, -2.96, -1.75)  0.1133
H (1.27, -0.42, 1.70)  0.1293
H (-0.39, -0.04, 2.33)  0.1479
H (1.20, -2.43, 2.88)  0.1382
H (-0.51, -2.17, 3.25)  0.1299
H (-0.17, -4.01, 1.39)  0.1714

Below is C7H9N5 as an isolated structure at a distorted geometry, with properties calculated with ωB97M-V with the def2-TZVPD basis set.

Output
- ΔE to the lowest compared entry with this formula, charge and spin: 663.4 kJ/mol
- Net charge: 0
- Strongest force on any atom: 5.7 eV/A
- Kohn-Sham gap: 9.6 eV
- Multiplicity: 1

Each line ends with the Löwdin charge.
Element x y z (Å)
C (0.11, -0.82, 2.04)  -0.2240
C (-0.57, 1.65, 0.59)  -0.4333
C (-0.81, 0.36, 0.01)  -0.3558
C (-1.55, 2.67, -0.22)  0.0135
C (1.88, -0.36, 0.20)  -0.0217
C (-0.02, -2.28, -0.02)  -0.0536
C (0.50, -0.95, 0.58)  -0.3176
N (-0.23, -0.80, 3.15)  0.1642
N (0.66, 2.00, 1.32)  0.1362
N (-0.32, 1.68, 2.04)  0.1634
N (-1.50, 0.11, -1.26)  0.1605
N (-2.09, -0.22, -0.21)  0.1588
H (-1.16, 3.62, -0.42)  0.0455
H (-2.38, 2.76, 0.52)  0.0924
H (-2.01, 2.23, -1.09)  0.0437
H (2.03, -0.34, -0.82)  0.0590
H (2.52, -1.08, 0.72)  0.0927
H (1.91, 0.64, 0.65)  0.0517
H (0.12, -2.42, -1.06)  0.0639
H (0.47, -3.09, 0.47)  0.0718
H (-1.10, -2.42, 0.20)  0.0887

Below is C22H17FN2O7Ru as an isolated structure at a distorted geometry, with properties calculated with ωB97M-V with the def2-TZVPD basis set.

Output
- ΔE to the lowest compared entry with this formula, charge and spin: 303.1 kJ/mol
- Net charge: -1
- Strongest force on any atom: 2.8 eV/A
- Kohn-Sham gap (spin up / spin down): 5.3 / 5.7 eV
- Multiplicity: 2

Each line ends with the Löwdin spin population.
Element x y z (Å)
Ru (1.79, -1.14, 0.78)  0.7799
O (2.14, 1.92, 3.65)  0.0128
C (2.17, 0.93, 2.92)  0.0056
O (2.10, 0.87, 1.66)  0.0046
C (2.37, -0.41, 3.60)  0.0214
C (2.52, -0.52, 4.98)  -0.0022
C (2.76, -1.75, 5.54)  0.0210
C (2.88, -2.85, 4.70)  -0.0033
C (2.72, -2.68, 3.35)  0.0193
N (2.43, -1.49, 2.81)  0.0114
C (2.93, -3.85, 2.43)  0.0067
O (3.20, -4.96, 2.81)  0.0100
O (2.82, -3.50, 1.17)  0.0143
H (2.44, 0.39, 5.56)  -0.0008
H (2.87, -1.86, 6.61)  0.0016
H (3.11, -3.85, 5.07)  -0.0005
C (-3.34, 1.22, -4.19)  0.0007
C (-2.02, 1.89, -3.81)  0.0010
C (-2.16, 3.38, -3.53)  0.0002
C (-3.03, 3.61, -2.30)  -0.0001
C (-2.59, 2.74, -1.15)  0.0021
C (-2.93, 3.07, 0.15)  0.0074
C (-2.50, 2.28, 1.20)  0.0009
F (-2.85, 2.65, 2.46)  -0.0003
C (-1.72, 1.17, 1.01)  0.0045
C (-1.38, 0.82, -0.29)  0.0006
C (-0.55, -0.39, -0.50)  0.0329
O (-0.38, -1.19, 0.42)  -0.0255
C (-0.06, -0.58, -1.85)  0.0019
C (-0.55, 0.19, -2.83)  0.0172
N (-1.42, 1.23, -2.65)  0.0173
C (-1.80, 1.60, -1.37)  0.0044
C (1.02, -1.58, -2.21)  0.0024
O (0.95, -2.13, -3.31)  0.0007
O (1.94, -1.71, -1.34)  0.0268
H (-3.80, 1.73, -5.04)  0.0001
H (-4.04, 1.25, -3.35)  0.0001
H (-3.17, 0.17, -4.45)  0.0001
H (-1.32, 1.75, -4.64)  0.0001
H (-2.58, 3.87, -4.41)  0.0000
H (-1.16, 3.79, -3.35)  0.0000
H (-4.08, 3.41, -2.55)  0.0000
H (-2.98, 4.66, -2.00)  0.0000
H (-3.52, 3.95, 0.35)  0.0005
H (-1.36, 0.57, 1.84)  0.0002
H (-0.25, 0.00, -3.86)  0.0012
C (3.06, -4.50, 0.16)  0.0006
H (4.05, -4.94, 0.29)  0.0001
H (2.98, -3.96, -0.78)  0.0001
H (2.31, -5.28, 0.23)  -0.0001